[1]
C5H11O4Sr | wB97M-V/def2-TZVPD

Cartesian coordinates (Å):
1 C 3.11 -0.45 0.00
2 O 2.85 0.85 -0.42
3 C 1.92 -1.37 -0.26
4 O 0.76 -0.68 0.24
5 C -0.51 -1.15 -0.18
6 C -1.51 -0.08 0.15
7 O -0.99 1.19 -0.26
8 C -1.96 2.24 -0.31
9 Sr 1.15 1.49 -0.19
10 H 3.35 -0.48 1.08
11 H 3.98 -0.89 -0.53
12 H 2.02 -2.34 0.25
13 H 1.78 -1.53 -1.34
14 H -0.77 -2.08 0.34
15 H -0.49 -1.34 -1.26
16 H -1.90 -0.09 1.31
17 H -1.46 3.13 -0.69
18 H -2.78 1.95 -0.98
19 H -2.35 2.42 0.70
20 H -2.47 -0.27 -0.36
21 O -3.70 -0.52 2.70

LUMO (alpha / beta) in eV: -1.26 / -1.26
⟨S²⟩: 0.76
E_HOMO (alpha / beta) in eV: -5.759 / -4.834
Spin multiplicity: 2
Energy relative to the best compared isomer or geometry (same formula, charge and spin) in kcal per mole: 100.9

[2]
C8H13N2 | wB97M-V/def2-TZVPD

Cartesian coordinates (Å):
1 C 2.92 -0.97 0.57
2 C 2.05 -0.46 -0.40
3 C 2.36 -0.82 1.80
4 C 0.85 -0.17 0.24
5 C -1.61 -1.65 0.28
6 C -1.73 -0.36 0.31
7 C -0.69 1.93 -0.25
8 C -0.58 0.37 -0.26
9 N 1.05 -0.44 1.57
10 N -0.46 -0.07 -1.77
11 H 3.92 -1.57 0.53
12 H 2.17 -0.31 -1.46
13 H 2.74 -0.80 2.85
14 H -2.56 -2.24 0.49
15 H -0.63 -2.19 -0.04
16 H -2.59 0.24 0.67
17 H -1.60 2.25 -0.70
18 H 0.07 2.38 -0.88
19 H -0.80 2.27 0.78
20 H 0.46 -0.06 2.30
21 H 0.48 -0.29 -1.93
22 H -0.77 0.79 -2.32
23 H -1.05 -0.85 -1.94

LUMO (alpha / beta) in eV: -3.14 / -7.49
⟨S²⟩: 2.01
E_HOMO (alpha / beta) in eV: -7.530 / -12.276
Net charge: +1
Spin multiplicity: 3
Energy relative to the best compared isomer or geometry (same formula, charge and spin) in kcal per mole: 107.5

[3]
C40H39BBrIN9RhS | wB97M-V/def2-TZVPD

Cartesian coordinates (Å):
1 Rh -0.42 0.13 -0.02
2 C 5.14 -0.04 0.83
3 C 3.90 0.01 0.01
4 C 3.77 0.06 -1.37
5 C 2.39 0.07 -1.62
6 N 1.75 0.02 -0.45
7 N 2.65 -0.01 0.53
8 B 2.17 0.03 2.00
9 N 1.21 -1.20 2.19
10 N 0.32 -1.49 1.23
11 C -0.06 -2.77 1.40
12 C 0.59 -3.29 2.55
13 C 1.39 -2.27 3.01
14 C 2.32 -2.27 4.17
15 C -0.89 -3.47 0.46
16 C -1.52 -4.67 0.84
17 C -2.30 -5.35 -0.07
18 C -2.44 -4.87 -1.38
19 C -1.82 -3.68 -1.77
20 C -1.06 -2.98 -0.86
21 N 1.40 1.37 2.17
22 N 0.59 1.78 1.18
23 C 0.31 3.07 1.39
24 C 0.93 3.47 2.59
25 C 1.63 2.38 3.04
26 C 2.52 2.27 4.23
27 C -0.40 3.90 0.41
28 C -1.16 5.00 0.81
29 C -1.77 5.81 -0.13
30 C -1.62 5.54 -1.49
31 C -0.86 4.44 -1.89
32 C -0.26 3.63 -0.95
33 C 1.61 0.13 -2.86
34 C 0.22 0.28 -2.83
35 C -0.53 0.29 -3.99
36 C 0.10 0.16 -5.22
37 C 1.48 0.02 -5.27
38 C 2.23 0.00 -4.11
39 H 6.01 -0.04 0.19
40 H 5.16 -0.93 1.46
41 H 5.20 0.83 1.49
42 H 4.57 0.09 -2.08
43 H 3.06 -0.05 2.78
44 H 0.50 -4.27 2.97
45 H 2.14 -3.17 4.77
46 H 2.17 -1.40 4.80
47 H 3.36 -2.28 3.84
48 H -1.42 -5.05 1.85
49 H -2.81 -6.26 0.23
50 H -3.03 -5.43 -2.10
51 H -1.92 -3.32 -2.79
52 H -0.56 -2.07 -1.17
53 H 0.91 4.46 3.03
54 H 2.45 3.18 4.82
55 H 3.56 2.13 3.93
56 H 2.24 1.42 4.86
57 H -1.26 5.22 1.87
58 H -2.36 6.66 0.18
59 H -2.08 6.19 -2.22
60 H -0.73 4.24 -2.95
61 H 0.39 2.83 -1.27
62 H -0.30 0.43 -1.87
63 H -1.61 0.41 -3.94
64 H -0.48 0.17 -6.13
65 H 1.98 -0.08 -6.23
66 H 3.31 -0.12 -4.16
67 C -5.13 3.75 -1.91
68 C -5.30 2.34 -1.33
69 C -4.19 2.00 -0.40
70 N -3.08 1.44 -0.71
71 N -2.24 1.26 0.34
72 C -2.72 1.68 1.50
73 N -2.08 1.59 2.68
74 S -4.29 2.38 1.32
75 H -5.95 3.97 -2.60
76 H -4.19 3.83 -2.45
77 H -5.14 4.50 -1.12
78 H -5.30 1.60 -2.13
79 H -6.25 2.28 -0.80
80 H -1.27 1.01 2.75
81 H -2.57 1.82 3.53
82 Br -4.82 -2.32 -2.34
83 C -5.17 -3.54 -0.93
84 C -6.01 -4.62 -1.18
85 C -6.26 -5.54 -0.17
86 C -5.66 -5.40 1.07
87 C -4.83 -4.32 1.33
88 C -4.60 -3.38 0.33
89 I -3.47 -1.68 0.80
90 H -6.47 -4.73 -2.15
91 H -6.93 -6.36 -0.37
92 H -5.84 -6.13 1.85
93 H -4.37 -4.21 2.30

LUMO (alpha / beta) in eV: -5.39 / -9.12
⟨S²⟩: 6.03
E_HOMO (alpha / beta) in eV: -12.847 / -12.824
Net charge: +2
Spin multiplicity: 5
Energy relative to the best compared isomer or geometry (same formula, charge and spin) in kcal per mole: 17.8

[4]
C2H3N2O2 | wB97M-V/def2-TZVPD

Cartesian coordinates (Å):
1 C 0.91 1.20 0.84
2 C 1.31 0.39 -0.28
3 N 0.84 0.64 2.03
4 N -1.24 2.07 2.29
5 O -1.71 2.25 1.15
6 O 1.62 -0.80 -0.34
7 H 0.90 2.31 0.77
8 H 1.62 0.89 -1.25
9 H 0.83 1.20 2.85

LUMO (alpha / beta) in eV: 4.18 / 4.41
E_HOMO (alpha / beta) in eV: -1.435 / -3.625
Net charge: -1
Energy relative to the best compared isomer or geometry (same formula, charge and spin) in kcal per mole: 81.5

[5]
C37H35BaF5N7O6PS2 | wB97M-V/def2-TZVPD

Cartesian coordinates (Å):
1 Ba 1.25 0.59 -2.92
2 N -3.79 -0.27 -2.57
3 C -3.79 -0.08 -4.04
4 C -2.29 0.09 -4.40
5 O -1.46 -0.80 -4.24
6 N -1.91 1.37 -4.68
7 C -2.62 2.33 -5.15
8 C -1.68 3.47 -2.41
9 O -0.62 3.27 -2.87
10 O -2.77 3.53 -2.04
11 H -3.12 -0.99 -2.28
12 H -4.73 -0.52 -2.24
13 H -4.41 0.82 -4.24
14 H -4.28 -0.89 -4.61
15 H -3.71 2.43 -5.23
16 H -2.09 3.23 -5.52
17 C 3.29 -2.22 6.27
18 O 3.73 -2.71 5.02
19 C 3.36 -3.93 4.53
20 C 2.60 -4.94 5.17
21 C 1.88 -5.83 4.40
22 C 2.08 -5.90 2.97
23 C 3.17 -5.16 2.44
24 C 3.73 -4.16 3.18
25 N 1.07 -6.38 2.16
26 N 1.40 -6.29 0.89
27 C 0.76 -5.49 -0.04
28 C 1.23 -5.47 -1.37
29 C 1.02 -4.36 -2.17
30 C 0.94 -3.03 -1.70
31 O 1.16 -1.91 -2.40
32 C 0.45 -3.05 -0.31
33 N 0.23 -1.85 0.25
34 C -0.05 -1.87 1.55
35 C -0.64 -2.95 2.22
36 C -0.70 -4.19 1.59
37 C 0.09 -4.29 0.42
38 H 3.73 -1.23 6.31
39 H 3.70 -2.78 7.10
40 H 2.20 -2.15 6.37
41 H 2.43 -4.96 6.26
42 H 1.00 -6.33 4.78
43 H 3.44 -5.33 1.41
44 H 4.40 -3.48 2.70
45 H 1.91 -6.26 -1.69
46 H 0.96 -4.55 -3.24
47 H 0.07 -0.87 2.00
48 H -0.97 -2.78 3.23
49 H -1.28 -5.00 2.02
50 O 5.72 -1.67 -1.59
51 C 6.00 -0.56 -1.46
52 C 2.42 3.12 -0.14
53 P 0.94 2.13 0.45
54 C -0.10 3.57 0.92
55 C 1.39 1.70 2.16
56 H 2.95 3.59 0.70
57 H 2.07 3.89 -0.87
58 H 3.13 2.45 -0.64
59 H 0.51 4.22 1.56
60 H -1.01 3.30 1.46
61 H -0.41 4.17 0.04
62 H 1.86 2.51 2.70
63 H 2.06 0.83 2.15
64 H 0.47 1.36 2.66
65 N -4.81 1.07 0.03
66 C -3.86 1.34 1.01
67 S -2.30 0.74 0.89
68 N -4.27 2.04 2.12
69 C -5.53 2.12 2.73
70 C -5.68 3.04 3.80
71 C -6.77 2.95 4.66
72 C -7.73 1.96 4.45
73 C -7.65 1.13 3.32
74 C -6.60 1.24 2.42
75 H -4.35 0.82 -0.83
76 H -5.60 1.72 -0.03
77 H -3.49 2.39 2.68
78 H -4.91 3.78 3.98
79 H -6.85 3.66 5.49
80 H -8.54 1.82 5.16
81 H -8.45 0.44 3.13
82 H -6.52 0.61 1.56
83 F 5.10 6.17 -7.30
84 C 5.31 5.06 -6.56
85 C 4.22 4.55 -5.84
86 F 3.01 5.12 -5.97
87 C 4.39 3.41 -5.09
88 F 3.28 2.82 -4.51
89 C 5.64 2.74 -4.97
90 S 5.87 1.37 -4.05
91 C 6.67 3.32 -5.72
92 F 7.87 2.66 -5.78
93 C 6.57 4.46 -6.52
94 F 7.59 4.96 -7.23

LUMO (alpha / beta) in eV: 3.06 / 3.06
E_HOMO (alpha / beta) in eV: -0.165 / -0.365
Net charge: -2

[6]
C9H4FeN3OS3 | wB97M-V/def2-TZVPD

Cartesian coordinates (Å):
1 Fe -0.66 0.33 -0.72
2 O 1.05 -0.51 -0.97
3 N 1.75 -0.85 0.12
4 C 2.97 -1.38 -0.10
5 C 3.76 -1.76 0.94
6 C 3.29 -1.59 2.24
7 C 2.05 -1.05 2.45
8 C 1.24 -0.65 1.36
9 S -0.32 0.05 1.58
10 H 3.23 -1.46 -1.15
11 H 4.74 -2.19 0.74
12 H 3.89 -1.89 3.09
13 H 1.65 -0.89 3.44
14 S -2.51 -0.59 -1.72
15 C -3.39 0.88 -1.66
16 C -4.83 0.77 -1.69
17 N -5.97 0.67 -1.70
18 C -2.82 2.14 -1.60
19 S -1.13 2.43 -1.58
20 C -3.67 3.30 -1.56
21 N -4.32 4.24 -1.52

LUMO (alpha / beta) in eV: -0.62 / -2.43
⟨S²⟩: 8.78
E_HOMO (alpha / beta) in eV: -8.562 / -9.127
Spin multiplicity: 6
Energy relative to the best compared isomer or geometry (same formula, charge and spin) in kcal per mole: 0.0